No. 1
The following is a DFT calculation (the ωB97M-V functional and the def2-TZVPD basis) of one molecule with the formula C5H11NO.

The calculation puts the energy above the lowest of the compared OMol25 structures with the same formula, charge and spin at 292.9 kJ/mol. The spin multiplicity is 1. As for the total charge: 0. As for the orbital gap: 9.42 eV.

Atoms and positions in Å:
C 0.468304 -0.261205 -2.440405
C -0.679197 0.071731 -1.491423
C -0.967709 -1.115713 -0.646610
N -0.063377 -1.025894 0.486018
C -0.503781 -0.019254 1.468489
C 0.338536 1.243539 1.531764
O 1.599675 1.305322 1.541721
H 0.471720 0.645866 -3.070328
H 0.106472 -1.159986 -2.968270
H 1.424041 -0.605089 -2.156745
H -1.489725 0.336005 -2.133502
H -0.423825 1.031941 -0.818471
H -0.643987 -2.096550 -1.123936
H -2.006744 -0.917270 -0.246781
H 0.367720 -1.894896 0.876809
H -0.387438 -0.609192 2.485659
H -1.509350 0.281443 1.169968
H -0.199566 2.211820 1.718815

Forces on the atoms, in the same order (eV/Å):
C -1.8814 0.6693 -1.4219
C 2.1478 1.4046 0.7634
C 0.3018 -0.2632 1.6064
N 0.8618 -0.3604 1.2425
C 1.6214 -2.2499 0.7176
C 4.1245 0.8675 0.9174
O -4.3124 -0.6197 -0.3173
H 0.8261 -0.8269 -0.4164
H -0.0811 0.5956 -0.6113
H 1.1387 0.4242 1.2669
H -0.8225 0.2616 -0.2808
H -0.6613 -2.0707 -1.4347
H -1.4805 1.1335 0.1499
H 0.3672 -1.4786 -0.6279
H -1.0995 1.3466 -0.6003
H -0.7643 1.8480 -1.4575
H -0.2915 -0.0972 0.7752
H 0.0051 -0.5843 -0.2710

No. 2
The following is a DFT calculation (the ωB97M-V functional and the def2-TZVPD basis) of a 2-piece molecular cluster, CH3IOS2 overall.

The calculation puts the energy above the lowest of the compared OMol25 structures with the same formula, charge and spin at 251.9 kJ/mol. The spin multiplicity is 1. As for the total charge: 0. As for the orbital gap (alpha / beta): 5.55 / 5.54 eV.

Atoms and positions in Å:
C 0.594607 -0.854203 -0.571716
O -0.639588 -2.309490 1.299627
S -2.911073 -0.488409 -0.738814
S -0.655691 -2.120427 -0.163532
I -5.028118 0.173366 0.154443
H 1.536286 -1.027643 -0.188846
H 0.516627 -0.809699 -1.628828
H 0.469942 -0.027849 0.116415

Forces on the atoms, in the same order (eV/Å):
C -2.3783 -0.2980 1.1294
O 0.3057 -0.1439 -0.9211
S 0.8750 -0.0874 -0.6319
S -0.8110 0.9333 1.5701
I 0.6979 -0.5095 0.2337
H 2.3886 -1.9267 0.2006
H 0.2013 0.9888 -0.8538
H -1.2792 1.0434 -0.7270

No. 3
The following is a DFT calculation (the ωB97M-V functional and the def2-TZVPD basis) of C21H31Cl5P2Sn as an isolated structure.

The calculation puts the energy above the lowest of the compared OMol25 structures with the same formula, charge and spin at 125.0 kJ/mol. The spin multiplicity is 1. As for the total charge: 0. As for the orbital gap (alpha / beta): 5.89 / 5.19 eV.

Atoms and positions in Å:
P -1.770976 0.661904 -0.704366
P -0.549924 -2.026242 1.390644
C -2.518427 -0.996693 -0.479558
C -2.296325 -1.658918 0.899027
H -2.153538 -1.683088 -1.280302
H -3.599286 -0.835209 -0.648636
H -2.756840 -1.042826 1.680416
H -2.771912 -2.651931 0.884446
C -0.184463 -3.138566 -0.081255
H 0.727742 -3.722221 0.079595
H -0.071893 -2.610810 -1.033716
H -1.005102 -3.858640 -0.185274
C -0.733664 -3.361643 2.656114
H -0.875505 -4.287177 2.063113
H -1.592056 -3.273198 3.344992
H 0.180069 -3.452623 3.266626
C -2.760085 0.861907 -2.376572
H -2.764874 1.894330 -2.774010
H -3.808682 0.522230 -2.280846
H -2.283902 0.226671 -3.148729
C -2.790244 1.771677 0.371563
H -2.889170 1.293464 1.357961
H -3.791109 1.985943 -0.042804
H -2.241911 2.721943 0.480495
Sn -0.029944 0.256016 2.355548
C 0.947452 -0.674983 -2.691873
C 0.294792 -1.018006 -3.808354
C -0.072236 -0.156442 -5.010367
C 0.492485 1.250284 -4.924645
C -0.148485 2.138358 -3.879151
C 0.117037 2.224364 -2.557281
C 1.216953 1.653719 -1.731496
C 1.954646 0.363865 -2.230812
C -0.607679 2.293094 2.784005
H 0.585734 -1.198227 -1.797169
H -0.164746 -2.027480 -3.930301
H -1.185130 -0.194133 -5.113422
H 0.350335 -0.616929 -5.939175
H 1.569494 1.204549 -4.734632
H 0.353190 1.761827 -5.896194
H -0.868790 2.883864 -4.272233
H -0.599844 2.788893 -1.955437
H 0.804071 1.397187 -0.752148
H 1.962911 2.442155 -1.574573
H 2.785947 0.626289 -2.906190
H 2.499427 -0.050681 -1.343450
H -0.512143 2.492150 3.859471
H -1.631642 2.483439 2.455302
H 0.102347 2.926606 2.248445
Cl 2.664942 1.362131 1.542236
C 2.882677 0.485717 3.070688
C 1.741578 0.012181 3.702735
C 1.803828 -0.412449 5.038475
Cl 0.327907 -0.885373 5.821912
C 3.034574 -0.303897 5.735504
Cl 3.099464 -0.637269 7.402965
C 4.202515 0.157610 5.084652
Cl 5.638822 0.391890 5.961283
C 4.139098 0.444443 3.706352
Cl 5.550490 0.794958 2.840403

Forces on the atoms, in the same order (eV/Å):
P -0.9904 0.1512 -1.8911
P -0.0225 -2.3969 -1.5906
C -0.3287 -0.6424 0.4693
C -0.2298 -0.1321 -0.1182
H -0.1911 0.6776 0.4135
H 0.3149 -0.4828 0.2050
H -0.0051 -0.2361 -0.0123
H -0.1103 0.2960 0.1812
C 0.0013 -0.3870 -0.0214
H -0.0320 0.2166 0.1091
H -0.0802 -0.0730 0.4236
H 0.0088 0.0429 -0.0550
C -0.2980 -0.5841 0.0673
H 0.0949 0.2775 0.5235
H 0.3477 0.2624 -0.3789
H -0.3183 0.0780 -0.3171
C 0.4317 0.1132 0.1739
H 0.1098 -0.4782 0.3819
H 0.4126 0.1794 0.2401
H -0.0880 0.3142 0.4918
C -0.3409 -0.1146 -0.1342
H -0.0669 0.3276 -0.2708
H 0.3609 -0.2102 0.1684
H -0.2882 -0.3857 0.0251
Sn -0.1576 1.3368 1.1593
C -0.1928 -0.5416 0.9062
C -0.6530 0.1696 -0.8894
C 1.0368 -0.8539 -0.4618
C 0.0488 1.1417 -0.1350
C 0.0958 0.6667 0.7804
C -0.4399 -0.0026 -1.1679
C 0.7721 -0.7626 0.1229
C -0.1341 0.9035 0.2479
C 0.0717 0.8024 0.6526
H 0.8104 -0.5567 -0.5241
H -0.0650 0.8359 0.9345
H 0.7861 0.1945 0.0863
H -0.4633 0.1869 0.5134
H -0.0935 -0.1577 -0.2013
H 0.1784 -0.3125 0.3419
H 0.0008 -0.8597 0.3334
H 0.3740 0.4279 -0.2756
H 0.0542 0.2141 -0.0621
H -0.0132 -0.0055 0.0582
H -0.6943 -0.2298 -0.3012
H -0.5908 0.1710 -0.6398
H -0.0498 0.0242 -0.1829
H 0.3951 0.0232 0.2130
H -0.1442 0.1734 -0.0146
Cl 0.6609 -0.6002 0.4068
C 0.2831 -0.0316 0.8717
C -0.2720 0.2319 -0.2553
C 1.1804 0.6246 -0.7736
Cl 0.3566 -0.0836 0.0163
C -0.5769 0.2965 -0.6632
Cl -0.0569 -0.1832 0.5101
C -1.3612 -0.4805 -0.8069
Cl 0.3764 -0.0929 0.0685
C -0.8259 0.1772 0.3675
Cl 0.6105 0.3389 -0.3199

No. 4
The following is a DFT calculation (the ωB97M-V functional and the def2-TZVPD basis) of a 2-piece molecular cluster, C11H18O overall.

The calculation puts the energy above the lowest of the compared OMol25 structures with the same formula, charge and spin at 2.1 kJ/mol. The spin multiplicity is 1. As for the total charge: 0. As for the orbital gap: 9.31 eV.

Atoms and positions in Å:
C 2.337097 0.377774 1.349860
C 1.898936 0.176353 -0.060808
C 1.705941 -1.078423 -0.600321
C 1.418889 -1.289070 -1.953415
C 1.268061 -0.190142 -2.767918
O 1.074214 -0.275615 -4.117981
C 1.349396 1.098359 -2.234105
C 1.679756 1.255230 -0.909247
H 2.086883 -0.459464 2.008007
H 1.927871 1.289492 1.787460
H 3.428119 0.488457 1.369467
H 1.703330 -1.957329 0.040687
H 1.321667 -2.305742 -2.318339
H 0.817443 -1.177727 -4.335845
H 1.169800 1.912124 -2.926092
H 1.723362 2.256149 -0.500365
C -2.640085 0.821278 2.106819
C -1.562603 0.214016 1.208359
C -1.343220 -1.250877 1.589653
C -1.980622 0.322450 -0.251479
H -3.032255 1.739621 1.671111
H -2.216838 1.071788 3.084300
H -3.463503 0.117031 2.247471
H -0.621479 0.729253 1.379469
H -2.229471 -1.880388 1.478600
H -0.555924 -1.678447 0.947184
H -0.942708 -1.371566 2.604850
H -1.219278 -0.034376 -0.953565
H -2.872414 -0.282289 -0.444981
H -2.230365 1.362081 -0.498836

Forces on the atoms, in the same order (eV/Å):
C 0.3717 0.0742 0.4232
C -0.3292 -0.1345 -0.2723
C -0.2673 -0.7895 -0.1361
C 0.0481 0.0586 0.6650
C 0.1835 0.4489 -0.2275
O -0.2772 -0.1770 -0.0410
C 0.0471 -0.5707 -0.5068
C -0.1074 0.5986 0.1337
H -0.0535 0.0474 -0.1763
H -0.0817 -0.0150 -0.0459
H -0.0999 -0.0351 0.1031
H 0.3459 0.1273 0.0167
H -0.0466 0.0838 -0.1170
H 0.0672 0.0125 -0.0901
H 0.0524 0.1550 0.2496
H 0.1301 0.1105 0.0155
C 0.3154 0.1575 0.1339
C -0.6240 -0.6864 0.1416
C 1.0713 -0.2978 -0.1587
C -0.0001 0.1303 -0.3010
H -0.0781 0.0671 0.0456
H -0.1839 -0.1026 0.0123
H -0.0262 0.0911 -0.0127
H 0.1479 0.2427 -0.1493
H -0.0915 0.2152 0.0240
H -0.3078 0.0514 0.0220
H -0.3363 0.1540 -0.0095
H 0.0819 0.1154 0.1924
H -0.0613 0.0521 0.1356
H 0.1094 -0.1850 -0.0698

No. 5
The following is a DFT calculation (the ωB97M-V functional and the def2-TZVPD basis) of a 4-piece molecular cluster, C30H61BClFN5O9PS3 overall.

The spin multiplicity is 1. As for the total charge: 0. As for the orbital gap: 7.76 eV.

Atoms and positions in Å:
C -5.727983 -0.051291 -0.280350
C -5.485240 -0.018790 -1.783014
C -4.349540 -0.953449 -2.247646
N -3.334097 -1.193633 -1.240027
N -2.032329 -0.906033 -1.556420
C -1.355192 -1.626917 -2.619699
N -1.814508 -3.006711 -2.695057
C -2.270404 -3.440923 -4.005861
C -1.396305 0.145788 -0.797962
N -2.326033 1.230609 -0.535316
C -2.778695 1.948103 -1.482469
C -2.538124 1.815345 -2.961737
C -3.662344 3.103283 -1.109241
O -0.231164 0.496788 -1.500415
C 0.317129 1.813896 -1.431951
C 0.282170 2.579823 -0.124315
O 0.982031 3.788023 -0.425231
C 1.181664 4.612803 0.708240
C 0.636656 6.011411 0.468981
C -0.944279 -0.466062 0.660987
F -1.238898 -1.813937 0.651242
C -1.735523 0.169952 1.796300
C -1.425130 -0.396868 3.159550
O -0.759933 0.123414 3.991418
Cl -2.275180 -1.917635 3.545456
O 0.411601 -0.238269 0.882769
C 1.379807 -1.293296 0.878244
B 1.351787 -2.182009 -0.480679
O 2.080919 -1.830670 -1.589270
O 0.587438 -3.305402 -0.586909
C 2.743304 -0.595375 0.889035
C 3.909875 -1.363316 0.904351
C 5.137813 -0.747343 0.901093
C 5.188578 0.640134 0.899955
C 3.986724 1.315956 0.889951
N 2.787530 0.729567 0.891923
P 1.287207 -2.321385 2.449591
C 1.816735 -4.040765 2.083255
C 2.369158 -1.584407 3.721025
H -5.898416 -1.074662 0.056944
H -4.864236 0.354458 0.239574
H -6.604157 0.549589 -0.037435
H -5.250005 1.001836 -2.086830
H -6.383712 -0.297171 -2.337434
H -3.895580 -0.570061 -3.161559
H -4.799315 -1.912483 -2.532491
H -3.428596 -2.087884 -0.783938
H -1.549406 -1.163166 -3.599683
H -0.281650 -1.620780 -2.489097
H -1.086646 -3.615782 -2.350659
H -2.998582 -2.734000 -4.396677
H -1.455244 -3.588535 -4.723355
H -2.779967 -4.400679 -3.905375
H -2.045825 2.724965 -3.311542
H -1.926326 0.965612 -3.237238
H -3.504773 1.786135 -3.466178
H -3.786207 3.139381 -0.029277
H -4.642966 3.036221 -1.581803
H -3.194876 4.039885 -1.421347
H -0.130398 2.446797 -2.200872
H 1.367929 1.722809 -1.711027
H -0.731763 2.833232 0.195515
H 0.788539 2.053489 0.677609
H 0.693857 4.182869 1.585757
H 2.253225 4.663854 0.920058
H 1.327825 6.634215 -0.094462
H 0.471801 6.497759 1.432432
H -0.324271 5.965844 -0.039985
H -1.490685 1.224125 1.858119
H -2.798335 0.009690 1.627444
H 1.924846 -0.899853 -1.793607
H 0.045658 -3.436415 0.198227
H 3.847599 -2.443610 0.920837
H 6.045980 -1.333109 0.913150
H 6.128385 1.169509 0.894273
H 3.988114 2.399513 0.877705
H 0.926999 -4.628755 1.864173
H 2.284913 -4.501665 2.948639
H 2.501963 -4.171584 1.243618
H 3.406014 -1.915841 3.673992
H 1.946497 -1.865675 4.681708
H 2.306544 -0.502159 3.616009
C 9.052098 2.735433 -1.424169
S 9.517158 2.280301 0.249624
O 8.295075 1.737800 0.898488
C 9.720589 3.957884 0.856681
H 8.832622 1.817612 -1.965056
H 8.165748 3.368834 -1.393751
H 9.882570 3.254730 -1.902226
H 8.787264 4.505147 0.726260
H 10.532385 4.442800 0.314718
H 9.969584 3.896707 1.913660
C -8.959632 1.632415 -3.000156
S -7.974134 2.997775 -3.624349
O -6.803686 3.135661 -2.717578
C -9.136082 4.290838 -3.173689
H -8.385879 0.719790 -3.144175
H -9.155899 1.783373 -1.938693
H -9.892123 1.573921 -3.561431
H -9.319938 4.253437 -2.100145
H -10.063368 4.153022 -3.729524
H -8.686462 5.244778 -3.439884
C 3.694235 -6.855805 6.582343
S 4.532365 -5.891905 5.319734
O 3.684026 -4.702727 5.047824
C 4.248595 -7.052042 3.977135
H 3.718205 -6.280191 7.504840
H 2.661795 -7.029422 6.279425
H 4.219359 -7.800376 6.723600
H 3.177033 -7.213090 3.857754
H 4.756840 -7.990904 4.196197
H 4.661184 -6.614038 3.070719

Forces on the atoms, in the same order (eV/Å):
C -0.1724 -0.0261 -0.3408
C 0.4748 0.1681 -0.1849
C -0.4703 -0.4473 0.0221
N -0.0211 0.2880 0.4113
N 0.4941 0.4283 -0.3258
C -0.2937 -0.5643 -0.4372
N -0.0833 0.1247 0.0958
C 0.0976 -0.3507 0.2880
C -0.3327 -0.7451 0.2826
N 0.2717 0.2747 -0.2532
C -0.0796 -0.0623 0.1107
C 0.0903 0.1305 -0.0051
C 0.0349 0.0211 0.2836
O 0.1266 0.0607 0.0831
C 0.0685 0.1803 -0.0921
C 0.0952 0.4496 0.2250
O 0.0191 -0.0739 -0.0815
C -0.0447 0.1502 -0.0430
C 0.0072 0.0308 0.3289
C -0.1626 0.6671 -0.2182
F 0.0518 -0.0345 0.0065
C -0.0780 -0.4531 0.4684
C 0.2970 0.1702 0.1989
O -0.0005 -0.0653 -0.1024
Cl -0.1793 -0.0632 -0.0211
O -0.2818 -0.3348 0.3522
C 1.5899 0.0248 -0.3427
B -0.4691 -0.0898 0.0702
O -0.5059 -0.0220 -0.1867
O 0.2918 -0.1095 -0.1285
C -0.1533 0.2378 -0.0044
C -0.0799 -0.2866 -0.0538
C -0.0034 0.0464 0.0845
C -0.0238 0.0221 -0.0903
C 0.1686 0.1346 0.0487
N -0.0652 -0.0397 -0.1111
P -1.9994 0.0191 0.6482
C 0.5030 -0.1570 -0.4229
C 0.4502 -0.2558 -0.4258
H -0.0073 -0.0065 0.1485
H 0.0305 -0.0417 0.0986
H -0.0323 0.0087 0.0990
H -0.1413 0.0661 0.0503
H -0.1041 0.0092 0.0299
H 0.1150 0.0690 0.0297
H 0.0383 -0.0662 0.0324
H 0.1543 -0.1676 -0.1887
H -0.0320 0.0697 -0.0227
H 0.1369 0.3151 0.2051
H -0.0115 -0.0524 0.1000
H 0.0373 0.0988 -0.0976
H -0.0437 0.1945 -0.1925
H -0.0289 -0.0253 -0.0038
H -0.0152 0.0561 -0.0277
H -0.0325 -0.0889 0.0004
H -0.0290 -0.0827 -0.0518
H -0.0320 -0.0617 0.0332
H 0.0079 0.0565 -0.1088
H -0.0236 0.0249 -0.1407
H -0.1763 -0.0305 -0.0129
H 0.0152 -0.2152 0.0741
H -0.0679 -0.0918 -0.0779
H 0.1159 -0.2535 -0.0150
H -0.0262 -0.1186 -0.0040
H 0.0416 -0.0657 0.0772
H -0.0448 -0.0383 -0.2055
H 0.0441 0.0806 0.0038
H -0.0124 -0.0221 -0.0930
H -0.1072 0.1013 -0.1494
H -0.0184 0.2151 -0.2310
H 0.4269 0.1234 0.1319
H -0.0395 -0.0435 -0.0126
H -0.0178 -0.0362 -0.0304
H 0.0560 -0.0313 -0.0106
H 0.0709 0.0466 0.0253
H -0.0981 0.0840 0.0232
H -0.0549 0.0031 -0.0286
H 0.0605 0.2327 0.3400
H 0.0634 0.0400 -0.0033
H 0.0818 0.1208 0.0204
H -0.0057 -0.0177 0.0618
H 0.0207 0.0647 0.0299
C -0.0096 0.0494 -0.0670
S 0.0532 -0.0196 -0.0134
O -0.0222 0.0024 0.0189
C 0.0065 0.0854 -0.0017
H 0.0038 -0.0212 0.0223
H -0.0072 -0.0130 0.0329
H 0.0067 -0.0118 -0.0047
H -0.0174 -0.0319 -0.0030
H 0.0109 -0.0057 0.0077
H -0.0005 -0.0313 0.0044
C -0.0552 -0.0390 0.0436
S 0.0177 -0.0227 -0.0656
O 0.0186 0.0176 0.0377
C -0.0549 0.0433 0.0401
H 0.0246 0.0121 -0.0105
H 0.0323 0.0177 0.0028
H 0.0071 -0.0019 -0.0132
H 0.0314 -0.0171 0.0039
H 0.0068 0.0032 -0.0144
H 0.0258 -0.0089 -0.0117
C -0.0600 -0.0545 0.0286
S 0.1048 0.0013 0.0152
O -0.0812 0.0100 -0.0597
C -0.0382 -0.0604 -0.0389
H 0.0127 0.0255 -0.0092
H 0.0008 0.0307 -0.0174
H 0.0147 0.0078 0.0082
H -0.0047 0.0300 0.0144
H 0.0162 0.0050 -0.0050
H 0.0097 0.0261 0.0110